C25H20Br2N4O7SV | ωB97M-V with the def2-TZVPD basis set

```
60
C25H20Br2N4O7SV (ωB97M-V with the def2-TZVPD basis set)
C 0.705 1.385 2.215
H 0.112 2.439 4.562
O 2.316 -1.528 -2.996
C -0.303 1.132 -3.565
C -0.879 -2.206 2.727
O -1.149 -0.563 -0.577
H 1.413 1.116 2.995
Br -3.315 0.754 1.598
H -3.449 -4.221 1.939
H 1.468 -1.491 -2.522
H -2.557 5.457 3.127
C -3.446 -2.085 1.855
S -0.813 -2.162 -1.283
C 4.588 -1.881 -2.648
V -0.363 0.900 -0.529
N -0.909 1.568 -2.455
H 6.611 -1.136 -0.034
O 0.419 -2.461 -0.602
C -0.862 -4.720 2.719
H -0.037 -4.637 3.426
H 4.468 -0.214 0.810
C 2.148 -0.112 -0.375
C -1.738 4.159 1.654
C -2.009 2.323 -2.555
C -1.908 4.611 2.941
H 0.576 0.519 -3.425
C -2.876 -3.318 2.109
N 0.826 0.793 1.082
C -0.246 2.440 2.450
C -0.919 3.054 1.378
C -0.784 1.449 -4.821
C -0.421 2.927 3.754
C -1.922 2.226 -4.940
O -0.669 -1.806 -2.674
H -2.454 2.661 -1.628
C 5.712 -1.202 -0.632
C 3.348 -0.755 -0.918
N -1.414 -1.006 2.499
H -2.244 4.632 0.821
H -2.326 2.487 -5.908
C 4.520 -0.691 -0.159
Br -4.093 3.730 -3.847
C -2.541 2.667 -3.779
C -1.556 -3.402 2.534
H 0.155 -2.209 3.058
O 1.292 0.436 -1.248
C 5.739 -1.792 -1.891
H 6.666 -2.193 -2.281
H -0.452 -5.060 1.766
H -1.388 4.347 5.023
N 1.954 0.002 0.893
H -0.270 1.079 -5.696
C -1.250 3.989 4.012
H -1.551 -5.483 3.080
O -1.986 -2.880 -0.909
C -2.646 -0.976 2.054
H 4.588 -2.358 -3.619
H -4.455 -1.985 1.484
C 3.378 -1.377 -2.175
O -0.807 2.633 0.127
```

Summary:
- E_tot: -223153.305 eV
- Charge: 0
- HOMO-LUMO gap (alpha / beta): 7.4 / 7.7 eV
- Highest occupied orbital energy (alpha / beta): -8.387 / -8.389 eV
- Multiplicity: 2
- Energy relative to the best compared isomer or geometry (same formula, charge and spin): 18.9 kJ/mol

---

C25H20Br4N3O2SSbTi | ωB97M-V with the def2-TZVPD basis set

```
57
C25H20Br4N3O2SSbTi (ωB97M-V with the def2-TZVPD basis set)
C -0.328 -3.214 -2.931
N -1.227 3.020 -0.191
C -1.608 -5.244 -3.074
C -0.183 2.477 2.599
H -1.280 3.177 -1.193
S 0.971 2.875 3.697
C 3.784 0.656 2.173
H -0.099 2.694 -4.139
H -1.601 3.785 0.365
Br 3.630 -1.062 2.920
C -0.959 -1.469 0.998
H -1.914 1.041 -3.766
C 1.222 1.779 -2.729
H -2.135 -6.141 -1.197
C -3.129 -0.852 2.661
C 2.706 1.158 1.480
Br 6.400 0.785 3.269
C -0.811 -0.057 -2.299
H 0.181 -2.404 -3.440
C 3.851 3.232 1.056
H 2.019 2.498 -2.868
H -2.464 -2.114 -0.405
H -0.922 -4.132 -4.773
H -1.035 -4.423 0.148
C 0.384 -0.193 -1.577
Br 6.482 3.821 1.938
C -1.001 -4.342 -0.933
C -0.952 -4.193 -3.693
H -1.614 -0.768 -2.142
C -2.273 -1.676 0.568
C -1.836 -0.673 3.116
N -1.479 2.770 2.855
H -2.098 -6.005 -3.667
H -2.203 2.338 2.303
C -1.630 -5.320 -1.689
H -3.970 -0.617 3.301
H 2.351 0.633 -1.312
C 4.923 1.461 2.319
O 1.596 2.822 0.283
C -0.351 -3.267 -1.540
Sb 0.733 -1.912 -0.274
C -3.346 -1.364 1.386
H -2.561 1.403 -0.114
H -1.705 3.148 3.767
C 4.956 2.736 1.763
Ti 0.171 1.600 0.638
C 0.035 1.892 -3.425
Br 3.804 4.948 0.289
C -0.757 -0.979 2.289
H -1.649 -0.291 4.110
H 0.246 -0.844 2.669
O 1.548 0.477 1.272
H -4.356 -1.540 1.037
C -0.987 0.965 -3.211
C 1.395 0.735 -1.817
N -1.657 1.732 0.204
C 2.727 2.438 0.926
```

Summary:
- E_tot: -355473.197 eV
- Charge: 0
- HOMO-LUMO gap: 6.8 eV
- Highest occupied orbital energy: -7.471 eV
- Multiplicity: 1
- Energy relative to the best compared isomer or geometry (same formula, charge and spin): 20.1 kJ/mol